[1]
Molecular formula: C21H50AsMnNSSi5
Method: DFT, wB97M-V/def2-TZVPD

Geometry as XYZ:
```
80
Properties=species:S:1:pos:R:3:forces:R:3
Mn -1.23599 -0.14511 0.24577 -0.1337 0.1940 -0.2126
S -2.14921 0.59024 2.04699 0.0266 0.0182 -0.0350
C -1.92994 -1.11353 2.46513 -0.0274 -0.0851 0.0919
C -2.31285 -1.80325 3.59570 0.0104 0.0256 0.0014
C -2.05964 -3.17074 3.62166 0.0150 -0.0081 -0.0019
C -1.42992 -3.78622 2.54701 -0.0269 -0.0078 -0.0107
C -1.06679 -3.02050 1.45503 -0.0539 -0.0085 -0.0582
N -1.32378 -1.71063 1.42558 0.0990 -0.0403 0.1177
H -2.80537 -1.29564 4.41284 0.0006 -0.0016 -0.0006
H -2.35483 -3.75391 4.48408 -0.0001 -0.0064 -0.0043
H -1.22103 -4.84597 2.55154 0.0017 -0.0001 0.0054
H -0.57215 -3.44330 0.59247 0.0121 -0.0019 0.0029
C -0.23649 -2.65310 -2.02035 -0.0207 -0.0160 -0.0129
Si -1.52179 -1.41425 -2.58974 0.0016 0.0090 0.0108
C -0.76676 0.05568 -3.45668 -0.0079 0.0045 0.0027
C -2.76980 -2.30651 -3.64074 -0.0221 0.0116 0.0066
C -2.49018 -0.79682 -1.03621 -0.0960 -0.0678 -0.0809
Si -3.60046 0.74065 -1.29451 -0.0192 -0.0943 0.0214
C -4.96479 0.83088 -0.03161 -0.0070 0.0248 -0.0133
C -4.36080 0.77516 -2.99328 0.0045 0.0141 -0.0144
C -2.30520 2.11182 -1.12275 0.0207 -0.0126 0.0485
H 0.36894 -2.99524 -2.86289 -0.0010 0.0045 -0.0018
H -0.73711 -3.53638 -1.61620 0.0005 0.0019 -0.0006
H 0.44221 -2.25645 -1.26209 0.0220 -0.0010 0.0266
H -0.18955 -0.26759 -4.32508 0.0088 -0.0057 0.0000
H -0.09558 0.62315 -2.80755 0.0048 0.0069 0.0004
H -1.53656 0.73680 -3.82083 0.0296 -0.0054 0.0038
H -2.23559 -2.85297 -4.42272 0.0068 0.0069 -0.0023
H -3.47073 -1.63053 -4.12721 -0.0074 -0.0043 -0.0015
H -3.33984 -3.03588 -3.06272 0.0068 -0.0042 0.0017
H -2.99728 -1.66371 -0.59766 0.0013 0.0025 0.0100
H -5.33939 -0.16604 0.21174 -0.0034 -0.0010 -0.0080
H -5.80169 1.39251 -0.45214 0.0017 0.0047 0.0013
H -4.67512 1.31794 0.89752 0.0022 -0.0084 0.0029
H -5.06959 -0.04477 -3.12185 -0.0047 0.0039 0.0083
H -3.64577 0.74785 -3.81350 -0.0305 -0.0095 0.0007
H -4.92743 1.70657 -3.08052 -0.0007 0.0004 0.0042
H -1.32575 1.80474 -0.69896 0.0588 0.0320 -0.0050
H -2.65583 2.93158 -0.49519 -0.0092 -0.0034 0.0052
H -2.04980 2.51586 -2.10371 0.0180 0.0008 -0.0050
C 4.38194 0.75825 -0.78042 -0.0130 -0.0002 -0.0045
Si 2.96950 -0.42565 -1.01919 -0.0509 -0.0135 -0.0126
C 2.49743 -0.42549 -2.81169 0.0081 0.0077 0.0037
C 3.32742 -2.13916 -0.38804 0.0266 0.0269 0.0158
As 1.20185 0.46669 0.43500 0.2089 0.0370 0.1289
Si 1.98552 -0.10081 2.68677 -0.0045 0.0111 -0.0350
C 1.13154 1.03722 3.88180 -0.0142 -0.0101 0.0050
C 1.61168 -1.89164 3.02828 -0.0074 0.0067 0.0041
C 3.82908 0.15478 2.74978 0.0109 0.0467 -0.0386
Si 1.31514 2.90908 0.37344 0.0002 -0.0223 0.0329
C 2.91768 3.40078 1.18077 0.0118 -0.0336 0.0032
C 1.28651 3.37122 -1.42774 0.0063 0.0099 0.0176
C -0.09337 3.58788 1.38201 0.0392 0.0090 0.0048
H 5.26018 0.31133 -1.25678 -0.0052 -0.0096 -0.0019
H 4.63499 0.95800 0.25635 0.0329 -0.0010 0.0565
H 4.18981 1.70506 -1.28698 0.0001 0.0096 0.0029
H 3.39252 -0.73303 -3.36221 0.0014 0.0003 0.0035
H 2.22052 0.56521 -3.17285 0.0032 0.0017 0.0019
H 1.70492 -1.12689 -3.05573 -0.0056 -0.0030 -0.0150
H 4.17473 -2.53694 -0.95424 -0.0017 0.0032 -0.0038
H 2.49167 -2.82282 -0.53646 -0.0228 -0.0173 0.0000
H 3.60531 -2.15477 0.66570 0.0123 0.0055 -0.0080
H 0.04443 1.00873 3.80148 0.0174 0.0091 0.0052
H 1.46152 2.07021 3.76677 -0.0051 0.0045 0.0062
H 1.39973 0.72418 4.89507 0.0025 -0.0059 0.0011
H 0.57724 -2.04930 3.32873 0.0027 0.0045 0.0072
H 2.24284 -2.20478 3.86473 0.0048 0.0056 0.0027
H 1.84431 -2.54235 2.18465 -0.0271 -0.0164 0.0101
H 4.14258 1.18028 2.55896 -0.0011 -0.0331 -0.0125
H 4.38638 -0.51100 2.09201 -0.0002 -0.0155 -0.0087
H 4.12530 -0.08653 3.77596 -0.0039 -0.0028 0.0005
H 3.79107 3.13169 0.59004 0.0229 0.0024 0.0090
H 3.03545 2.99630 2.18612 -0.0408 0.0335 -0.0159
H 2.90535 4.49078 1.27643 -0.0051 0.0082 -0.0294
H 2.13769 2.93991 -1.95842 -0.0080 0.0021 -0.0001
H 1.36632 4.45827 -1.51562 -0.0044 -0.0014 -0.0014
H 0.37311 3.06691 -1.93733 -0.0297 -0.0155 -0.0144
H -0.01537 3.27576 2.42400 -0.0065 -0.0063 -0.0011
H -1.08444 3.33136 1.01968 -0.0354 -0.0107 -0.0248
H -0.01084 4.67889 1.36281 -0.0016 -0.0003 -0.0004
```
Positions in Å, forces in eV/Å.

- total charge = +2
- highest occupied orbital energy (spin up / spin down) (eV) = -14.63 / -14.93
- total energy (eV) = -166450.562
- multiplicity = 2
- lowest unoccupied orbital energy (spin up / spin down) (eV) = -8.628 / -6.637
- HOMO-LUMO gap (spin up / spin down) (eV) = 6.00 / 8.29
- relative energy (zero: lowest compared OMol25 entry of this formula, charge and spin) (kJ/mol) = 0.0

[2]
Molecular formula: C10H11O2S
Method: DFT, wB97M-V/def2-TZVPD

Geometry as XYZ:
```
24
Properties=species:S:1:pos:R:3:forces:R:3
C 1.80346 1.35581 -1.02039 -3.0191 -1.6718 1.0065
C 0.86047 0.72141 -1.81877 0.0195 1.2545 0.4711
C 1.55346 1.57630 0.38909 -1.1126 0.2289 1.2888
C -0.43944 0.34833 -1.37801 -0.2553 -0.3119 -0.7206
C -2.29988 -1.05523 2.68607 -0.1600 0.6456 0.0355
C -1.69071 -0.90567 1.50821 -0.6587 -2.5800 1.7585
C 2.30246 -0.77429 2.16760 -1.5194 -0.4473 0.9239
C 0.35286 1.21529 1.01503 -2.2038 -1.0319 -6.4124
C -0.85916 0.62349 -0.13880 3.7992 1.2777 4.2152
C -2.07298 0.04974 0.49459 0.8245 1.7344 0.2078
O 1.27293 -1.04588 2.58502 -1.7438 -0.6671 0.5873
O 3.34869 -0.51159 1.84091 3.4635 0.8384 -1.3523
S 1.52143 -1.63772 -7.20977 -0.1133 0.1270 0.3493
H 2.77308 1.40884 -1.37369 1.7700 0.8261 -0.7694
H 0.96215 0.65372 -2.88215 0.8572 -0.4352 -0.4106
H 2.34272 2.11310 0.97208 -0.5842 -0.8054 -0.4109
H -1.09948 -0.24438 -2.07083 0.6454 0.8835 0.6094
H -2.28224 -1.94006 3.27678 0.7723 -0.7110 0.2766
H -2.93073 -0.31797 3.17757 -0.1102 0.3182 -0.6124
H -1.06657 -1.76060 1.17093 -0.2647 0.7637 0.1356
H -0.06421 1.13915 1.99256 0.4980 0.5769 0.7127
H -2.55496 -0.51753 -0.21571 -1.1569 -1.4090 -2.0445
H -2.86001 0.71800 0.81279 0.1527 0.7059 0.4638
H 1.12664 -1.21224 -5.98113 0.0996 -0.1100 -0.3090
```
Positions in Å, forces in eV/Å.

- total charge = -1
- highest occupied orbital energy (eV) = -2.38
- total energy (eV) = -25476.971
- lowest unoccupied orbital energy (eV) = 2.208
- HOMO-LUMO gap (eV) = 4.59
- relative energy (zero: lowest compared OMol25 entry of this formula, charge and spin) (kJ/mol) = 347.9

[3]
Molecular formula: CH3N2S
Method: DFT, wB97M-V/def2-TZVPD

Geometry as XYZ:
```
7
Properties=species:S:1:pos:R:3:forces:R:3
C -0.56525 0.45995 0.13007 0.0026 0.7802 -1.0910
N -0.90358 1.55985 -0.08342 -0.7325 -0.3333 0.0756
N -0.09231 -0.71946 0.27672 -0.0313 -1.8100 0.3155
S 2.73582 -0.93363 -0.35092 0.8648 -0.2347 -0.1523
H -1.44665 2.38182 -0.46917 1.2142 -1.5519 0.7514
H 0.92556 -1.16927 0.15645 -0.5419 2.0600 -0.0749
H -0.65358 -1.57925 0.34027 -0.7758 1.0897 0.1757
```
Positions in Å, forces in eV/Å.

- total charge = +1
- highest occupied orbital energy (spin up / spin down) (eV) = -15.14 / -15.14
- total energy (eV) = -14889.398
- lowest unoccupied orbital energy (spin up / spin down) (eV) = -7.606 / -7.640
- HOMO-LUMO gap (spin up / spin down) (eV) = 7.53 / 7.50
- relative energy (zero: lowest compared OMol25 entry of this formula, charge and spin) (kJ/mol) = 225.4

[4]
Molecular formula: C4H10N2O
Method: DFT, wB97M-V/def2-TZVPD

Geometry as XYZ:
```
17
Properties=species:S:1:pos:R:3:forces:R:3
C -0.06618 -0.52357 -0.51629 1.8361 -0.2886 1.3270
C -0.17363 -0.30794 2.02428 0.2941 0.2538 -0.3276
C 0.66264 -1.57135 -1.34146 -0.2056 -0.3080 -0.1959
N 0.60513 -0.27633 0.80491 0.1718 -2.0023 -0.1138
C -0.73135 1.57839 -0.52103 0.7266 0.3308 -3.8022
O -0.55314 2.89393 -0.74059 -0.2516 0.2936 0.4284
N 0.06559 0.76452 -1.14626 -2.2714 1.5662 1.6348
H 0.26767 2.98259 -1.25411 -0.1551 -0.0939 0.1282
H 1.37651 0.38179 0.74366 -0.6012 -0.1731 0.0340
H -1.09955 -0.85547 -0.33079 0.0925 0.2192 0.0628
H -1.73397 1.37893 -0.11046 0.7862 -0.1680 0.5692
H -0.60911 -1.29701 2.19553 0.0433 0.0838 -0.0474
H 0.45957 -0.06932 2.88418 -0.0207 -0.0888 -0.1703
H -0.98108 0.42908 2.01202 -0.3491 0.1154 0.1755
H 0.17341 -1.66962 -2.31701 0.0188 0.0145 0.0788
H 1.70267 -1.28744 -1.53300 -0.1809 0.0450 0.2214
H 0.63481 -2.55117 -0.85358 0.0660 0.2002 -0.0028
```
Positions in Å, forces in eV/Å.

- total charge = 0
- highest occupied orbital energy (eV) = -8.08
- SMILES string = CN[C@H](C)/N=C/O
- total energy (eV) = -9336.562
- lowest unoccupied orbital energy (eV) = 1.011
- HOMO-LUMO gap (eV) = 9.09
- relative energy (zero: lowest compared OMol25 entry of this formula, charge and spin) (kJ/mol) = 234.0